1.
C9H19NSi in the gas phase, computed with ωB97M-V/def2-TZVPD.

As for the spin multiplicity: 1. For the highest occupied orbital energy (spin up / spin down), the calculation gives -8.4 / -5.9 eV. The relative energy (zero: lowest compared OMol25 entry of this formula, charge and spin) is 473.51 kJ/mol. The gap between HOMO and LUMO (spin up / spin down) comes out at 8.76 / 5.81 eV. As for the total charge: 0. As for the total energy: -698.33556 Eh.

Geometry as XYZ:
```
30
Properties=species:S:1:pos:R:3:forces:R:3
C 1.06207 2.04712 -0.12360 -0.968 -0.395 1.037
C 2.30305 1.46490 0.09812 -1.121 0.873 -0.599
C -0.37274 1.47555 0.01557 0.425 3.903 0.559
C -2.33610 -1.59004 0.49149 -2.502 3.016 0.661
C -3.06815 0.62480 0.94847 1.585 4.131 -4.371
C -2.55408 -0.12886 -1.62095 3.172 -3.121 1.956
C 1.92684 -1.70541 0.15178 -1.059 -0.224 -1.388
C 4.79123 -0.59363 -0.10658 1.161 4.027 -1.559
C -2.15874 -0.15379 -0.06727 -1.347 -0.191 0.061
N -0.79010 0.18643 0.01894 1.259 -1.265 -0.458
Si 2.98237 -0.18578 -0.11078 -0.971 0.037 -0.225
H 0.89313 3.18768 -0.10377 0.892 -1.799 0.014
H 2.95089 2.31341 0.21890 1.165 -0.115 -0.096
H -0.53983 1.76955 1.12477 -0.002 0.132 -1.008
H -0.89666 2.32710 -0.57042 -0.459 -1.605 0.606
H -3.25230 -1.93698 -0.03755 0.468 -0.377 1.153
H -1.50748 -2.10030 0.20484 2.318 -2.076 -0.398
H -2.43485 -1.33661 1.60255 0.160 -1.709 -1.400
H -3.90911 0.09864 1.11430 -2.984 -1.638 0.610
H -3.33449 1.69936 0.60868 0.202 -1.627 0.253
H -2.53530 0.78906 1.81061 1.276 -0.013 2.257
H -1.50729 -0.39403 -2.15126 -2.777 0.029 0.777
H -3.40636 -0.82111 -1.72356 0.613 0.328 -0.638
H -2.76130 0.82482 -1.87142 -0.995 3.164 -1.108
H 2.00338 -2.03238 1.16061 0.042 -0.412 0.983
H 0.86120 -1.54317 -0.07367 0.321 0.717 0.530
H 2.05060 -2.57801 -0.50331 0.971 0.189 0.094
H 4.96031 -1.37636 0.56837 0.771 -1.360 0.449
H 5.10043 -0.65592 -1.17924 -0.272 -1.187 0.808
H 5.47941 0.32399 0.10539 -1.347 -1.433 0.437
```
Forces are in eV/Å.

=====

2.
2 unconnected molecules or ions with the total composition C9H20BrN, computed with ωB97M-V/def2-TZVPD.

As for the spin multiplicity: 1. For the highest occupied orbital energy, the calculation gives -7.0 eV. The relative energy (zero: lowest compared OMol25 entry of this formula, charge and spin) is 133.50 kJ/mol. The gap between HOMO and LUMO comes out at 7.16 eV. As for the total charge: 0. As for the total energy: -2983.61828 Eh.

Geometry as XYZ:
```
31
Properties=species:S:1:pos:R:3:forces:R:3
Br -2.49973 -0.11367 3.22074 0.256 -0.125 -0.420
C 3.59224 0.96498 1.38174 -0.409 1.805 0.604
C 2.48305 -0.03257 1.65802 -0.085 -1.078 -0.403
C 1.17184 0.29542 0.97230 -1.198 -0.389 -1.080
C 0.19308 -0.94465 0.68713 -0.580 0.795 0.446
N -0.98965 -0.75042 -0.33820 -0.012 1.103 -1.777
C -1.81749 0.52211 -0.17685 -1.447 -0.017 1.075
C -2.04299 1.23565 -1.52556 2.282 -0.167 0.628
C -0.65973 0.97619 -2.17987 -1.053 0.347 -0.304
C -0.35253 -0.45382 -1.79671 -0.286 -0.683 0.729
C -1.92243 -2.03075 -0.36570 1.515 1.084 -0.200
H 3.29799 1.96072 1.71344 -0.574 0.162 0.673
H 3.76493 1.29472 0.35726 0.371 -1.182 -0.440
H 4.49795 0.83974 1.97511 0.137 -0.610 -0.478
H 2.26467 -0.09748 2.72395 0.407 -0.261 0.045
H 2.74345 -1.01303 1.25928 0.512 -0.255 0.424
H 1.45455 0.76849 0.03189 -0.358 0.272 -0.191
H 0.66425 0.99399 1.63747 -0.415 0.144 -0.456
H -0.28561 -1.15422 1.64371 -0.296 -0.171 -0.005
H 0.63641 -1.86088 0.29715 0.567 0.246 0.112
H -2.77376 0.28013 0.28695 0.226 -0.290 0.227
H -1.30129 1.08753 0.59899 -0.089 0.415 -0.413
H -2.79977 0.81846 -2.18989 -0.188 -0.202 0.421
H -2.21993 2.30414 -1.40258 -0.171 -0.147 0.188
H -0.79721 1.18641 -3.24053 0.415 -0.644 -0.240
H 0.17504 1.60715 -1.87469 -0.382 0.267 0.449
H -0.86380 -1.20100 -2.40369 0.508 0.117 -0.308
H 0.73415 -0.52794 -1.75509 -0.206 -0.879 0.116
H -1.18312 -2.83055 -0.40864 -0.483 -0.328 0.391
H -2.54394 -2.10162 -1.25834 0.343 0.612 -0.273
H -2.62072 -2.02320 0.47122 0.695 0.059 0.459
```
Forces are in eV/Å.

=====

3.
2 unconnected molecules or ions with the total composition C9H20Cl2Si, computed with ωB97M-V/def2-TZVPD.

As for the spin multiplicity: 1. For the highest occupied orbital energy (spin up / spin down), the calculation gives -7.8 / -7.2 eV. The relative energy (zero: lowest compared OMol25 entry of this formula, charge and spin) is 473.70 kJ/mol. The gap between HOMO and LUMO (spin up / spin down) comes out at 8.23 / 6.01 eV. As for the total charge: 0. As for the total energy: -1564.72739 Eh.

Geometry as XYZ:
```
32
Properties=species:S:1:pos:R:3:forces:R:3
C 3.62663 1.10611 -2.05191 2.295 -2.700 -0.215
C -1.93668 -1.61887 1.67429 -3.327 0.576 1.634
C -3.96996 -0.55111 0.63876 1.438 4.692 -0.182
C -2.33583 -1.90344 -0.79420 1.471 2.546 -1.103
C 2.00309 2.13306 0.47811 -0.692 0.324 1.797
C 2.33594 -0.40760 0.88998 -1.336 -2.043 1.683
C 2.39519 0.45510 -1.42235 -1.157 2.399 -0.205
C -2.48285 -0.94189 0.41551 -0.295 0.034 0.261
C 2.06828 0.75770 0.02209 -0.082 -2.104 -1.907
Si -1.37077 0.71468 0.08346 -0.254 -1.836 -0.120
Cl -1.82597 1.79267 1.74897 0.059 0.846 0.464
Cl -2.01469 1.65140 -1.65563 -0.053 0.076 0.123
H 3.66804 2.05955 -1.64424 0.629 2.005 0.385
H 4.69231 0.54923 -1.92431 -2.536 1.177 0.183
H 3.49734 1.14728 -3.12906 -0.059 0.191 -0.098
H -1.92014 -0.93374 2.60260 -0.280 -1.137 -1.412
H -2.56560 -2.56224 1.86485 0.681 1.394 0.055
H -0.99579 -1.96030 1.51989 3.165 -1.008 -0.432
H -4.27553 -0.01653 -0.30085 -0.306 -0.630 0.802
H -4.11956 0.25813 1.48626 0.812 -1.230 -1.594
H -4.69075 -1.21258 0.97126 -1.050 -2.378 0.070
H -2.97203 -2.74508 -0.70532 -0.190 -1.280 0.411
H -2.75649 -1.36918 -1.71577 0.920 -0.623 0.979
H -1.19611 -2.11649 -0.93366 -2.184 -0.070 -0.011
H 1.58805 2.16228 1.50051 0.233 0.006 -0.194
H 3.01476 2.47380 0.55363 0.907 0.739 0.126
H 1.41570 2.87291 -0.06071 0.045 -0.287 -0.635
H 3.32786 -0.30408 1.42951 -1.058 -0.139 -0.176
H 1.41099 -0.51711 1.67076 2.532 0.073 -1.406
H 2.40456 -1.43448 0.27590 -0.282 2.389 1.397
H 1.55367 1.05990 -1.89918 0.622 -1.443 -0.284
H 2.42633 -0.59906 -1.58918 -0.671 -0.561 -0.395
```
Forces are in eV/Å.